Record 1
DFT (ωB97M-V with the def2-TZVPD basis set) results for C17H30FN8O4Pt as an isolated structure.

```
61
Properties=species:S:1:pos:R:3:mulliken_spin:R:1
Pt -0.19 0.21 0.18 1.397
N 0.54 -0.42 2.31 0.119
C -0.37 0.37 3.17 -0.004
C -1.81 0.02 2.86 0.003
N -2.16 0.13 1.42 0.130
C -3.08 1.21 0.99 -0.003
C -2.41 2.24 0.08 -0.001
N -1.70 1.56 -1.02 0.102
H 0.51 -1.40 2.55 -0.007
H 1.50 -0.11 2.42 -0.008
H -0.18 1.42 2.95 -0.002
H -0.19 0.21 4.23 0.006
H -2.46 0.66 3.46 0.003
H -2.01 -1.01 3.17 0.001
H -2.55 -0.75 1.11 -0.010
H -3.48 1.73 1.86 0.000
H -3.92 0.76 0.48 0.004
H -1.68 2.81 0.64 0.002
H -3.18 2.93 -0.28 0.007
H -1.17 2.24 -1.56 -0.008
H -2.35 1.11 -1.66 -0.009
C 1.39 -2.64 -4.24 0.000
C 1.13 -1.17 -3.99 -0.001
N 0.60 -0.99 -2.64 -0.005
C -0.07 -1.96 -1.96 -0.022
N -0.39 -1.74 -0.70 0.108
C -0.97 -2.85 0.04 -0.008
C -2.00 -3.57 -0.82 0.004
C -1.28 -4.10 -2.04 -0.001
N -0.38 -3.10 -2.61 0.000
C 0.13 -3.41 -3.95 0.001
H 2.19 -2.98 -3.58 0.000
H 1.70 -2.80 -5.27 0.000
H 0.42 -0.78 -4.73 0.000
H 2.04 -0.58 -4.07 0.000
H 1.02 -0.29 -2.06 0.009
H -1.42 -2.47 0.95 0.002
H -0.19 -3.56 0.34 0.003
H -2.78 -2.86 -1.11 0.000
H -2.47 -4.39 -0.28 0.000
H -2.00 -4.39 -2.81 0.000
H -0.71 -5.00 -1.78 0.000
H -0.64 -3.18 -4.69 0.000
H 0.31 -4.48 -3.99 0.000
F 0.29 7.18 0.80 0.000
C 0.84 6.15 1.44 0.000
C 1.63 5.29 0.81 -0.001
N 2.24 4.23 1.46 0.005
C 2.76 3.12 0.68 -0.007
C 1.68 2.11 0.34 0.007
O 1.96 1.14 -0.41 0.080
O 0.54 2.24 0.87 0.101
C 1.96 3.95 2.79 -0.002
O 2.38 2.96 3.36 0.000
N 1.21 4.91 3.43 0.000
C 0.54 6.01 2.86 0.000
O -0.18 6.71 3.52 0.000
H 1.85 5.41 -0.24 0.000
H 3.49 2.60 1.30 0.001
H 3.26 3.48 -0.21 0.001
H 1.05 4.76 4.41 0.000
```

Properties
- Charge: +1
- Multiplicity: 3
- Molecular weight: 624.56 g/mol
- Max |F|: 0.0102 Eh/bohr
- Kohn-Sham gap (alpha / beta): 8.03 / 8.67 eV
- Total energy: -1623.84867 Eh
- Expectation value of S²: 2.0046

=====

Record 2
DFT (ωB97M-V with the def2-TZVPD basis set) results for the molecule C17H30N2O4.

```
53
Properties=species:S:1:pos:R:3:lowdin_charge:R:1
C -2.93 2.90 1.35 -0.052
C -1.88 3.65 0.54 -0.223
H -1.03 3.94 1.18 0.122
H -2.32 4.56 0.11 0.120
O -1.41 2.90 -0.57 -0.078
C -0.17 2.30 -0.42 -0.327
C 0.20 1.60 -1.74 -0.198
C 1.68 1.18 -1.70 -0.148
C 2.64 2.30 -2.08 -0.177
H 2.36 3.23 -1.59 0.114
C 2.69 2.54 -3.59 -0.282
O 3.52 3.62 -3.94 -0.064
H 4.40 3.46 -3.59 0.085
H 1.70 2.80 -3.97 0.117
H 3.03 1.62 -4.10 0.121
H 3.65 2.04 -1.74 0.116
H 1.84 0.34 -2.38 0.117
H 1.91 0.83 -0.69 0.115
C -0.74 0.40 -1.99 -0.303
C -1.01 -0.31 -0.70 0.017
C -0.70 0.20 0.49 -0.199
O -0.10 1.42 0.68 0.045
C -1.01 -0.49 1.80 -0.382
O -2.00 -0.19 2.44 0.077
N -0.14 -1.43 2.20 -0.038
C 1.02 -1.88 1.47 -0.120
H 1.17 -1.26 0.58 0.112
C 0.85 -3.35 1.08 -0.179
N 0.63 -4.15 2.27 -0.233
C 0.59 -5.56 1.98 -0.103
H 0.48 -6.11 2.91 0.083
H 1.53 -5.85 1.51 0.083
H -0.24 -5.83 1.30 0.088
C -0.57 -3.70 2.96 -0.178
C -0.41 -2.23 3.37 -0.113
H -1.32 -1.86 3.84 0.123
H 0.43 -2.14 4.07 0.132
H -0.70 -4.31 3.85 0.123
H -1.46 -3.80 2.32 0.132
H 1.75 -3.70 0.58 0.123
H 0.00 -3.44 0.37 0.127
H 1.90 -1.79 2.13 0.134
H -1.50 -1.27 -0.75 0.128
C -2.05 0.82 -2.65 -0.046
H -2.56 1.56 -2.04 0.074
H -1.85 1.26 -3.63 0.080
H -2.70 -0.04 -2.78 0.079
H -0.23 -0.30 -2.66 0.139
H 0.05 2.33 -2.54 0.145
H 0.59 3.06 -0.17 0.165
H -3.30 3.55 2.14 0.076
H -3.76 2.62 0.71 0.080
H -2.52 2.00 1.79 0.049
```

Properties
- Multiplicity: 1
- Molecular weight: 326.44 g/mol
- Max |F|: 0.0185 Eh/bohr
- Kohn-Sham gap: 9.46 eV
- Total energy: -1076.22347 Eh

=====

Record 3
DFT (ωB97M-V with the def2-TZVPD basis set) results for C17H30N5NaO3PS5 as an isolated structure.

```
62
Properties=species:S:1:pos:R:3:lowdin_charge:R:1
Na 0.44 -1.17 -1.09 0.052
C -2.48 0.03 3.18 -0.523
C -3.66 -0.06 2.23 -0.549
S -3.37 0.54 0.52 0.822
C -2.92 2.29 0.84 -0.546
C -2.44 2.94 -0.44 -0.504
S -0.96 2.02 -1.18 0.902
C 0.29 3.27 -0.74 -0.519
C 0.62 3.33 0.74 -0.513
S 1.32 1.75 1.35 0.841
C 0.50 1.63 2.99 -0.534
C 0.32 0.20 3.44 -0.556
S -0.94 -0.75 2.51 0.841
H -2.74 -0.48 4.11 0.071
H -2.25 1.07 3.40 0.055
H -4.50 0.49 2.66 0.070
H -3.94 -1.10 2.08 0.061
H -2.13 2.28 1.58 0.033
H -3.80 2.80 1.25 0.076
H -2.17 3.98 -0.25 0.066
H -3.22 2.91 -1.20 0.056
H -0.04 4.25 -1.09 0.078
H 1.17 2.97 -1.32 0.031
H -0.27 3.55 1.32 0.054
H 1.36 4.10 0.93 0.068
H -0.46 2.13 2.90 0.039
H 1.11 2.17 3.72 0.073
H 0.05 0.17 4.50 0.076
H 1.24 -0.37 3.28 0.020
N -2.86 -1.26 -3.76 0.007
C -2.61 -1.62 -2.49 -0.187
N -1.45 -1.18 -2.12 0.068
C -0.96 -0.54 -3.23 -0.501
N -1.81 -0.56 -4.24 0.107
C 0.41 -0.02 -3.32 -0.816
C 0.67 0.78 -4.55 -0.193
N 1.70 1.52 -4.69 0.027
C 2.52 1.64 -3.60 -0.212
C 2.06 1.28 -2.37 -0.287
N 0.90 0.64 -2.14 -0.172
H -3.64 -1.48 -4.37 0.139
H -3.28 -2.19 -1.88 0.114
H -0.07 0.74 -5.33 0.087
H 3.47 2.13 -3.77 0.065
H 2.62 1.57 -1.47 0.082
C 2.44 -3.27 3.37 -0.165
O 2.76 -3.03 2.03 -0.337
P 1.81 -2.03 1.08 0.821
O 0.51 -2.96 0.83 -0.388
C 0.64 -4.20 0.13 -0.098
O 2.59 -2.34 -0.27 -0.354
C 3.60 -1.48 -0.78 -0.116
H 2.84 -4.25 3.63 0.082
H 1.35 -3.27 3.53 0.076
H 2.89 -2.52 4.03 0.078
H -0.26 -4.77 0.34 0.088
H 1.51 -4.75 0.46 0.086
H 0.71 -4.02 -0.95 0.081
H 3.62 -1.62 -1.86 0.058
H 4.57 -1.76 -0.35 0.085
H 3.39 -0.43 -0.57 0.064
S 1.19 -1.73 -3.52 0.476
```

Properties
- Charge: -1
- Multiplicity: 1
- Molecular weight: 566.76 g/mol
- Max |F|: 0.0340 Eh/bohr
- Kohn-Sham gap: 4.37 eV
- Total energy: -3659.91269 Eh

=====

Record 4
DFT (ωB97M-V with the def2-TZVPD basis set) results for C17H31B4FN2O7 as an isolated structure.

```
62
Properties=species:S:1:pos:R:3:lowdin_charge:R:1
C 1.73 -4.68 0.22 -0.027
B 2.01 -3.13 -0.09 -0.267
O 3.06 -2.51 0.66 0.067
B 1.21 -2.22 -1.24 -0.374
O -0.17 -1.91 -1.26 0.227
B -0.37 -1.04 -2.40 -0.472
C -1.46 -1.50 -3.49 -0.062
C -2.84 -1.96 -2.83 -0.202
C -3.52 -0.73 -2.09 -0.203
C -4.97 -1.16 -1.58 -0.190
C -4.85 -1.64 -0.08 -0.298
N -4.96 -0.46 0.82 -0.030
O 0.42 0.15 -2.55 0.265
B 1.73 -0.27 -2.25 -0.486
C 2.95 0.66 -1.78 -0.057
C 2.55 1.85 -0.81 -0.177
C 1.90 1.41 0.56 -0.152
C 0.83 2.48 1.02 -0.135
N -0.26 2.71 0.06 -0.140
C -0.40 3.95 -0.56 -0.117
C -1.58 3.97 -1.43 -0.077
C -2.17 2.59 -1.31 -0.068
C -1.30 1.88 -0.36 -0.086
O 1.98 -1.69 -2.34 0.213
H 2.44 -5.01 1.03 0.070
H 0.69 -4.91 0.56 0.074
H 2.02 -5.26 -0.72 0.081
H 2.71 -1.77 1.20 0.088
H -1.73 -0.66 -4.20 0.115
H -1.08 -2.35 -4.13 0.124
H -2.56 -2.73 -2.05 0.113
H -3.54 -2.41 -3.59 0.113
H -2.94 -0.45 -1.16 0.092
H -3.59 0.16 -2.78 0.107
H -5.32 -2.03 -2.21 0.098
H -5.70 -0.30 -1.69 0.108
H -3.86 -2.16 0.09 0.115
H -5.66 -2.38 0.16 0.101
H -4.73 -0.77 1.77 0.061
H -5.96 -0.23 0.83 0.066
H 3.37 1.14 -2.72 0.126
H 3.79 0.06 -1.35 0.121
H 3.52 2.38 -0.55 0.118
H 1.93 2.60 -1.37 0.111
H 2.72 1.43 1.33 0.083
H 1.46 0.37 0.56 0.115
H 0.43 2.14 2.01 0.129
H 1.38 3.46 1.11 0.131
H 0.25 4.84 -0.45 0.113
H -1.93 4.84 -2.02 0.081
H -3.09 2.22 -1.81 0.075
H -1.42 0.84 0.00 0.113
C 3.71 1.01 5.68 -0.060
C 3.19 0.13 4.58 -0.317
O 2.83 1.06 3.58 0.102
C 3.66 2.13 3.75 -0.533
O 3.84 2.97 2.93 0.181
O 4.27 2.09 4.96 0.083
F 2.08 -0.54 4.97 0.079
H 2.91 1.38 6.33 0.149
H 4.46 0.51 6.30 0.144
H 3.93 -0.58 4.19 0.178
```

Properties
- Multiplicity: 1
- Molecular weight: 437.69 g/mol
- Max |F|: 0.0728 Eh/bohr
- Kohn-Sham gap: 7.86 eV
- Total energy: -1502.06972 Eh